Record 1
DFT (ωB97M-V/def2-TZVPD) results for C26H26N7O5W as an isolated structure in a non-equilibrium geometry.

Largest force on an atom, eV/Å: 2.1
Charge: +1
LUMO energy (spin up / spin down), eV: -4.221 / -4.220
Frontier orbital gap (spin up / spin down), Ha: 0.245 / 0.245

XYZ file:
```
65
C26H26N7O5W (ωB97M-V/def2-TZVPD)
W -0.431 -0.602 -0.439
C 3.226 -4.653 1.277
C 2.162 -4.814 0.400
C 1.156 -3.860 0.329
C 1.215 -2.734 1.141
C 2.280 -2.568 2.022
C 3.279 -3.528 2.090
N 0.226 -1.705 1.076
C -0.407 -1.311 2.282
C -0.575 -2.122 3.401
C -1.353 -1.681 4.456
C -1.990 -0.444 4.402
C -1.835 0.353 3.282
C -1.026 -0.068 2.241
N -0.968 0.688 1.016
N 0.313 0.998 0.518
C 0.587 2.368 0.353
C -0.048 3.307 1.164
C 0.297 4.636 1.007
C 1.266 4.987 0.076
C 1.852 3.973 -0.658
N 1.522 2.685 -0.532
H 4.004 -5.403 1.334
H 2.104 -5.693 -0.229
H 0.323 -4.008 -0.345
H 2.320 -1.689 2.654
H 4.102 -3.393 2.779
H -0.118 -3.102 3.433
H -1.484 -2.321 5.319
H -2.618 -0.117 5.219
H -2.344 1.306 3.196
H -0.775 2.992 1.897
H -0.178 5.391 1.619
H 1.569 6.014 -0.067
H 2.623 4.197 -1.388
N 1.769 -0.938 -0.910
C 2.346 -0.123 -2.000
C 1.380 -0.267 -3.138
N 0.046 0.144 -2.631
C -0.289 1.543 -2.989
C -1.441 2.018 -2.114
N -1.986 0.851 -1.397
H 2.284 -0.805 -0.044
H 1.855 -1.927 -1.144
H 3.347 -0.467 -2.262
H 2.388 0.909 -1.657
H 1.306 -1.308 -3.457
H 1.669 0.332 -4.002
H -0.625 -0.472 -3.080
H -0.543 1.573 -4.050
H 0.591 2.160 -2.829
H -2.212 2.519 -2.698
H -1.085 2.722 -1.367
H -2.681 0.350 -1.945
H -2.445 1.139 -0.536
O -4.279 -5.269 -1.831
C -3.555 -4.361 -1.576
C -3.843 -3.212 -0.563
O -4.819 -3.042 0.100
C -2.605 -2.368 -0.646
C -1.725 -2.847 -1.531
O -0.617 -2.116 -1.692
C -2.156 -4.100 -2.198
O -1.572 -4.751 -3.014
O -2.293 -1.245 -0.023
```


Record 2
DFT (ωB97M-V/def2-TZVPD) results for C12H32CdIO4 as an isolated structure in a non-equilibrium geometry.

Largest force on an atom, eV/Å: 2.4
Charge: +1
LUMO energy, eV: -2.865
Frontier orbital gap, Ha: 0.309

XYZ file:
```
50
C12H32CdIO4 (ωB97M-V/def2-TZVPD)
Cd 0.082 -0.131 0.142
I -0.350 2.022 1.735
C 3.622 1.254 -1.894
C 2.332 1.604 -1.153
C 1.780 2.940 -1.584
O 1.340 0.569 -1.538
H 3.994 0.267 -1.627
H 4.379 2.038 -1.871
H 3.446 1.213 -2.982
H 2.541 1.554 -0.087
H 0.884 3.266 -1.057
H 1.480 2.910 -2.636
H 2.534 3.720 -1.454
H 1.509 0.482 -2.485
C 2.632 -2.388 2.826
C 2.297 -0.963 2.416
C 3.402 0.054 2.675
O 1.866 -0.890 1.027
H 2.623 -2.589 3.891
H 3.645 -2.656 2.472
H 2.117 -3.184 2.273
H 1.499 -0.639 3.094
H 4.232 -0.225 2.011
H 3.825 -0.081 3.671
H 3.107 1.085 2.514
H 2.346 -1.656 0.672
C -1.788 1.675 -3.283
C -1.949 1.401 -1.774
C -3.439 1.334 -1.453
O -1.348 0.103 -1.475
H -0.773 1.972 -3.537
H -2.401 2.554 -3.493
H -2.169 0.845 -3.879
H -1.485 2.202 -1.205
H -3.733 1.306 -0.403
H -3.886 0.475 -1.962
H -3.945 2.239 -1.798
H -1.764 -0.452 -2.151
C -2.776 -3.379 0.891
C -2.659 -1.835 0.860
C -3.644 -1.151 1.804
O -1.291 -1.479 1.192
H -2.159 -3.795 1.687
H -2.429 -3.761 -0.071
H -3.814 -3.683 0.995
H -2.822 -1.482 -0.154
H -3.238 -1.029 2.810
H -4.645 -1.570 1.902
H -3.836 -0.153 1.397
H -1.167 -1.912 2.050
```


- Which of these has the lowest largest force on an atom?
  C26H26N7O5W


- What is the formula in the second record?
  C12H32CdIO4


- Look up the charge of the first one.
  +1